[1]
The following is a quantum chemistry calculation of one molecule with the formula C20H18N2O5S at a distorted geometry, from OMol25.

Geometry as ORCA input:
```
! wB97M-V def2-TZVPD RIJCOSX def2/J DEFGRID3
* xyz 0 1
O 4.48785 -1.47728 -1.48373
O -1.79913 4.07586 2.46625
O 1.29299 -4.15471 -1.37204
O 3.73582 1.21625 -1.33118
O 2.11123 0.37661 -3.09906
C 3.37823 -1.74313 -1.03788
C -2.02629 3.61207 1.36310
C 1.79336 -3.21522 -0.86478
C -0.74985 -0.98343 3.00520
C 0.56890 -1.07513 2.94121
C -0.77729 3.26681 -0.85005
C 0.07874 2.26126 1.22345
C -1.56697 -1.40526 1.96207
C 1.10675 -1.46428 1.75928
C 0.18428 2.45791 -1.51128
C 1.08720 1.52129 0.48866
C -0.92191 2.99082 0.52525
C -1.02805 -1.73714 0.73465
C 0.36776 -1.75288 0.63365
C 1.14759 1.59962 -0.90339
N 3.16733 -3.04352 -0.69947
N 2.29791 -0.89707 -0.77732
C -3.48470 3.74273 0.82443
C -1.83196 -1.86175 -0.49284
C 1.14477 -1.79981 -0.70307
C -1.18156 -2.16789 -1.73737
C 0.13191 -1.45448 -1.81482
S 2.45229 0.56269 -1.65288
H -1.20031 -0.56281 3.92115
H 1.03346 -0.75388 3.86059
H -1.49275 4.03465 -1.21875
H 0.17498 2.40345 2.34133
H -2.57579 -1.21946 2.14133
H 2.20713 -1.65369 1.64990
H 0.10921 2.45341 -2.56417
H 1.79831 1.02012 1.16300
H 3.84651 -3.65774 -1.09587
H -3.84800 2.71321 0.66461
H -4.14517 4.19167 1.55235
H -3.46915 4.38216 -0.08158
H -2.42363 -0.92302 -0.75025
H -2.55591 -2.71993 -0.27494
H -1.94697 -1.91795 -2.47899
H -0.95961 -3.22876 -1.95659
H 0.49440 -1.60198 -2.84048
H -0.21391 -0.41040 -1.62869
*
```

E   -45082.5141 eV
Energy above the lowest of the compared OMol25 structures with the same formula, charge and spin   83.2 kcal per mole
LUMO level   -0.43 eV
Gap between HOMO and LUMO   9.27 eV

***

[2]
The following is a quantum chemistry calculation of C43H94N2O9SiTa as an isolated structure at a distorted geometry, from OMol25.

Geometry as ORCA input:
```
! wB97M-V def2-TZVPD RIJCOSX def2/J DEFGRID3
* xyz -1 1
C -2.44590 2.12101 1.19710
C -0.97098 2.26944 0.70228
O -0.50416 3.41553 0.59106
N -0.11284 1.17364 0.40394
C 1.31936 1.55772 0.38732
Ta -0.70768 0.09438 -1.41630
C -0.47652 -1.86744 -0.14478
C -1.73123 -1.92628 0.81942
C -1.80279 -3.20637 1.74592
C -1.35277 -2.97037 3.24297
C -1.92061 -1.65979 3.91060
C -1.68781 -1.54834 5.47014
C -0.33477 -2.18685 5.98336
C 0.38588 -1.29993 7.11718
C 1.91951 -1.05424 6.77835
C 2.29812 0.46556 6.53893
C 1.34382 1.25043 5.55602
C 1.72197 1.15185 4.01739
N 2.39483 -0.08916 3.61498
C 1.71974 -1.06927 2.91051
C 2.50154 -2.25493 2.57583
C 3.83923 -1.86396 3.16427
C 3.72162 -0.53701 3.77098
C -1.28548 -1.27675 -3.17825
O -0.56699 -1.06454 -4.43359
C 0.79058 -1.25833 -4.31747
C 1.65288 -0.32719 -5.10183
C 3.12019 -0.38418 -5.04301
C 3.75319 -1.38741 -4.17225
C 2.93490 -2.32918 -3.40620
C 1.45482 -2.25631 -3.47296
Si -1.14896 2.30884 -2.78270
C 0.47724 3.36992 -2.83337
C -2.65607 3.34112 -2.12487
C -1.57047 1.99419 -4.65305
H -3.01345 1.29292 0.70271
H -2.45157 1.91893 2.30254
H -2.96549 3.09636 1.00309
H 1.62510 2.13035 -0.52590
H 1.93476 0.60642 0.37834
H 1.61403 2.11449 1.31759
H 1.11600 0.06739 -1.85243
H -2.52196 0.10632 -0.92597
H 0.51810 -1.82781 0.39856
H -0.42258 -2.76885 -0.83177
H -2.64354 -1.96390 0.14782
H -1.79144 -0.94433 1.35801
H -2.80618 -3.71530 1.73904
H -1.07689 -3.96113 1.30902
H -0.23495 -3.08188 3.30337
H -1.77120 -3.84064 3.84368
H -2.99541 -1.49878 3.59434
H -1.35570 -0.78968 3.44510
H -1.62474 -0.43859 5.70331
H -2.61480 -1.91444 5.98677
H 0.39198 -2.21908 5.12748
H -0.57009 -3.20562 6.40193
H 0.32096 -1.91416 8.06432
H -0.18109 -0.35247 7.32211
H 2.49775 -1.39507 7.69265
H 2.30186 -1.70541 5.93691
H 3.37544 0.50210 6.23057
H 2.21894 0.97298 7.54857
H 0.25427 1.00151 5.71643
H 1.43477 2.34661 5.83208
H 2.29411 2.05918 3.66829
H 0.74810 1.17827 3.44270
H 0.65255 -1.08059 2.57930
H 2.21174 -3.17968 2.03278
H 4.76928 -2.49754 3.10824
H 4.47599 0.08605 4.29594
H -2.38610 -1.09352 -3.39135
H -1.22970 -2.36693 -2.86710
H 1.16022 0.44708 -5.74795
H 3.68668 0.35200 -5.65967
H 4.86863 -1.39299 -4.12114
H 3.42798 -3.07661 -2.74083
H 0.83952 -2.95594 -2.85952
H 0.40922 4.04575 -3.73021
H 1.29243 2.61915 -3.07527
H 0.65029 3.89780 -1.86149
H -3.23081 3.84687 -2.95068
H -3.33269 2.73152 -1.47245
H -2.24823 4.17153 -1.46511
H -2.28571 1.11757 -4.69589
H -2.09459 2.90046 -5.06488
H -0.62785 1.76260 -5.21233
C 7.42994 -4.26433 5.76532
C 7.97442 -4.02991 4.36899
O 7.08384 -3.21122 3.62062
H 6.44944 -4.74252 5.71802
H 8.10381 -4.89801 6.34653
H 7.29778 -3.31584 6.29302
H 8.08437 -4.97647 3.83821
H 8.95331 -3.54049 4.41012
H 6.99661 -2.37194 4.08884
C -4.45922 4.90775 3.48728
C -4.80682 4.35399 4.85563
O -4.73297 2.93239 4.85059
H -5.13929 4.51228 2.72989
H -4.51961 5.99844 3.48020
H -3.44857 4.61019 3.19533
H -5.82357 4.63441 5.13516
H -4.12028 4.73933 5.61719
H -3.83052 2.68784 4.61241
C -2.22509 5.81979 -6.62782
C -0.77920 5.95776 -6.19186
O -0.70824 6.60609 -4.92670
H -2.70040 6.80196 -6.69313
H -2.29677 5.32788 -7.60365
H -2.79379 5.23676 -5.89697
H -0.21920 6.55795 -6.91188
H -0.29897 4.97649 -6.11300
H -1.19845 6.06356 -4.29619
C -2.23329 7.41520 -10.87401
C -1.92862 5.97094 -10.52465
O -2.80962 5.51031 -9.50590
H -2.13320 8.05115 -9.99192
H -1.55766 7.78054 -11.65060
H -3.26302 7.51852 -11.22762
H -0.90782 5.87531 -10.15194
H -2.03763 5.32652 -11.40311
H -3.71078 5.58733 -9.84209
C 6.78269 -3.20953 -0.81556
C 6.71659 -1.98735 -1.71147
O 7.09141 -2.33405 -3.04113
H 7.79184 -3.62827 -0.81345
H 6.50303 -2.95872 0.21000
H 6.11218 -3.99280 -1.18056
H 7.40185 -1.21638 -1.35666
H 5.70531 -1.56855 -1.72773
H 6.47497 -3.00939 -3.34940
C -6.41143 -1.57288 -5.59464
C -4.96868 -1.43505 -5.14508
O -4.90305 -0.79704 -3.87604
H -6.88814 -0.59212 -5.65601
H -6.47196 -2.05629 -6.57262
H -6.98598 -2.16330 -4.87514
H -4.40410 -0.82781 -5.85373
H -4.48840 -2.41645 -5.07148
H -5.39438 -1.34111 -3.24922
C -2.24941 -7.78902 4.75615
C -2.29525 -6.35470 5.24751
O -2.84185 -5.50409 4.24654
H -1.64737 -7.86281 3.84818
H -1.82453 -8.44924 5.51568
H -3.25281 -8.14376 4.50433
H -1.29022 -5.99723 5.47707
H -2.90667 -6.27253 6.15244
H -3.73386 -5.81658 4.05215
*
```

E   -76943.7971 eV
LUMO level   2.18 eV
Gap between HOMO and LUMO   6.33 eV

***

[3]
The following is a quantum chemistry calculation of a 2-piece molecular cluster, C5H9NO overall at a distorted geometry, from OMol25.

Geometry as ORCA input:
```
! wB97M-V def2-TZVPD RIJCOSX def2/J DEFGRID3
* xyz 0 1
C 0.80582 -1.49743 -0.34875
C 1.72241 -1.08642 0.31629
C -1.15991 0.58618 -0.04159
C 2.71244 -0.36999 1.14772
C -1.42761 0.99638 -1.37396
N -2.13655 -0.05225 0.53519
O -3.12977 -0.48738 -0.07402
H 0.03646 -1.89470 -0.98960
H -0.27097 1.03469 0.56031
H 2.43902 0.70595 1.32130
H 3.59971 -0.24415 0.48711
H 3.03783 -0.92398 1.99904
H -1.57258 2.06974 -1.39536
H -2.29381 0.51112 -1.82106
H -0.45008 0.86025 -1.88381
H -1.91240 -0.20801 1.56118
*
```

E   -8863.5752 eV
Energy above the lowest of the compared OMol25 structures with the same formula, charge and spin   130.0 kcal per mole
LUMO level   0.69 eV
Gap between HOMO and LUMO   8.94 eV

***

[4]
The following is a quantum chemistry calculation of C4H5NO as an isolated structure at a distorted geometry, from OMol25.

Geometry as ORCA input:
```
! wB97M-V def2-TZVPD RIJCOSX def2/J DEFGRID3
* xyz 0 1
C 1.06666 -1.29792 -0.22129
C -0.09610 -0.46787 0.20049
C -1.18844 -0.01031 -0.48483
O -1.79208 1.07634 -0.51487
C -0.24925 2.03930 0.92984
N 0.48760 1.13979 1.06111
H 1.88311 -0.91352 0.38704
H 1.34976 -1.20099 -1.27976
H 0.96935 -2.36532 0.02322
H -1.58050 -0.92791 -0.98896
H -0.85011 2.92841 0.88800
*
```

E   -7762.3887 eV
Energy above the lowest of the compared OMol25 structures with the same formula, charge and spin   95.4 kcal per mole
LUMO level   0.12 eV
Gap between HOMO and LUMO   8.49 eV

***

[5]
The following is a quantum chemistry calculation of a 13-piece molecular cluster, C17H35BCl25O4 overall at a distorted geometry, from OMol25.

Geometry as ORCA input:
```
! wB97M-V def2-TZVPD RIJCOSX def2/J DEFGRID3
* xyz -1 1
C 7.86967 3.25946 2.22194
C 7.03361 4.49185 2.58203
O 5.68008 4.22707 2.74563
C 5.03296 3.89753 1.51541
B 3.45922 3.40669 1.69345
O 3.49784 1.95208 1.98638
O 2.62204 4.19755 2.59401
C 1.42827 4.34286 1.87774
C 1.97850 4.63606 0.46838
Cl 2.78510 6.29592 0.63202
O 2.83484 3.60123 0.32449
H 8.87580 3.29841 2.61794
H 7.88638 3.14116 1.14453
H 7.37242 2.37081 2.59872
H 7.40641 4.87781 3.52881
H 7.20496 5.28594 1.85180
H 5.06839 4.74149 0.82421
H 5.54115 3.07264 1.00073
H 4.30720 1.78366 2.46780
H 0.73062 5.06184 2.29975
H 0.87818 3.39282 1.88665
H 1.27533 4.74122 -0.34106
C 1.28622 0.24748 2.85353
Cl -0.45923 0.15347 2.50600
Cl 1.68682 -0.73595 4.27551
H 1.82280 -0.14153 2.00063
H 1.57678 1.27334 3.03328
C -1.96589 6.88212 -2.99090
Cl -2.11852 5.58565 -1.79802
Cl -0.28804 7.10582 -3.50153
H -2.56034 6.62490 -3.85898
H -2.32011 7.80786 -2.55368
C -0.67864 1.92338 -0.83081
Cl -1.85217 3.12348 -0.27427
Cl -0.39081 2.03692 -2.57712
H 0.26209 2.08762 -0.31455
H -1.06700 0.93919 -0.60283
C -2.17221 -3.31915 1.10816
Cl -3.61679 -4.20102 0.57482
Cl -1.86868 -1.87758 0.14374
H -2.30760 -3.02358 2.14172
H -1.30488 -3.95918 1.01378
C 4.86941 -0.57276 1.19735
Cl 3.66054 -1.76602 0.67789
Cl 4.93386 -0.43227 2.95666
H 5.84094 -0.88930 0.83737
H 4.60081 0.39842 0.79394
C 0.72877 -2.67109 -2.21428
Cl 0.36198 -0.94807 -2.18030
Cl 0.69838 -3.32028 -3.86265
H 1.71870 -2.82603 -1.80129
H -0.01301 -3.19741 -1.62396
C 0.05947 -2.71966 -7.83212
Cl 1.51489 -3.44878 -8.52473
Cl -1.40759 -3.34522 -8.59673
H 0.02347 -2.94597 -6.77361
H 0.10092 -1.64862 -7.98288
C 1.25951 -5.17770 2.84869
Cl 1.07705 -4.08328 1.47562
Cl -0.28374 -5.91352 3.30618
H 1.95238 -5.96353 2.57623
H 1.63880 -4.61036 3.68965
C -4.97874 3.77881 2.41491
Cl -6.66101 4.14419 2.00276
Cl -3.85347 4.79707 1.51977
H -4.83549 3.94574 3.47483
H -4.77918 2.74344 2.16576
C -3.83137 -7.08914 -1.74821
Cl -2.34792 -7.37966 -2.66037
Cl -4.72349 -8.59178 -1.45393
H -3.57244 -6.64620 -0.79536
H -4.46294 -6.41684 -2.31492
C -7.99218 3.57073 -1.93361
Cl -8.00036 2.58096 -3.40167
Cl -6.35791 3.94766 -1.39302
H -8.51122 4.49802 -2.14134
H -8.49884 3.02416 -1.14746
C -6.37993 -11.80343 -0.16691
Cl -8.08527 -12.06584 -0.55250
Cl -5.90426 -12.65113 1.30936
H -5.77801 -12.17209 -0.98786
H -6.21428 -10.74251 -0.02708
*
```

E   -340128.1586 eV
LUMO level   1.58 eV
Gap between HOMO and LUMO   7.23 eV

***

[6]
The following is a quantum chemistry calculation of C7H16AsInN3S6 as an isolated structure at a distorted geometry, from OMol25.

Geometry as ORCA input:
```
! wB97M-V def2-TZVPD RIJCOSX def2/J DEFGRID3
* xyz 1 1
In 0.11100 -0.02230 0.05640
S 0.42720 0.45980 2.51920
S 2.36700 -0.17610 2.55340
S 3.25320 0.83010 1.01240
S 2.52050 -0.09810 -0.66680
C -3.85200 -0.59720 0.70290
As -2.69660 -2.14870 0.60830
C -1.98170 -2.46390 2.38210
C -3.82080 -3.67230 0.18890
S -1.22900 -1.98320 -0.93770
H -4.64550 -0.77070 1.43130
H -4.28640 -0.43020 -0.28490
H -3.25750 0.27740 0.98150
H -2.80820 -2.62940 3.07650
H -1.40200 -1.59510 2.70660
H -1.34190 -3.35040 2.36210
H -4.61420 -3.74140 0.93700
H -3.21830 -4.58330 0.21760
H -4.26510 -3.55780 -0.80390
C -4.11920 4.12900 1.07430
C -4.08120 3.60510 -0.36510
C -2.72290 3.13350 -0.73620
N -2.18520 2.02090 -0.39860
N -0.93550 1.85310 -0.86260
C -0.48210 2.86150 -1.57210
N 0.72990 2.91000 -2.11730
S -1.65730 4.13810 -1.71480
H -5.13100 4.43730 1.32170
H -3.46410 4.98810 1.18450
H -3.80580 3.36030 1.77600
H -4.36660 4.40580 -1.05040
H -4.79040 2.78210 -0.47100
H 1.33990 2.10250 -2.05000
H 1.00170 3.68460 -2.69890
*
```

E   -143009.6497 eV
Energy above the lowest of the compared OMol25 structures with the same formula, charge and spin   0.0 kcal per mole
LUMO level   -3.29 eV
Gap between HOMO and LUMO   7.56 eV

***

[7]
The following is a quantum chemistry calculation of a 2-piece molecular cluster, C2H4F3NS overall at a distorted geometry, from OMol25.

Geometry as ORCA input:
```
! wB97M-V def2-TZVPD RIJCOSX def2/J DEFGRID3
* xyz 0 1
C 1.67467 -0.33171 1.12023
C -2.00682 0.32494 -0.13695
N 1.47161 -0.68660 -0.07618
F -2.56769 1.29250 0.61268
F -2.14966 0.84611 -1.36614
F -2.71031 -0.74984 -0.05889
S 2.29075 -0.02814 -1.41581
H -0.93493 0.16704 0.08219
H 1.19235 -0.68537 1.96741
H 2.54551 0.24640 1.31347
H 1.19454 -0.39533 -2.04203
*
```

E   -22615.1821 eV
Energy above the lowest of the compared OMol25 structures with the same formula, charge and spin   24.4 kcal per mole
LUMO level   0.66 eV
Gap between HOMO and LUMO   10.17 eV

***

[8]
The following is a quantum chemistry calculation of one molecule with the formula C4H11NO at a distorted geometry, from OMol25.

Geometry as ORCA input:
```
! wB97M-V def2-TZVPD RIJCOSX def2/J DEFGRID3
* xyz 0 1
C 0.15546 -0.66209 -1.51951
C 0.91256 0.01759 -0.32240
C -0.29979 0.54792 0.61789
C -0.92424 1.86124 0.20276
O -1.18934 -0.61918 0.62371
N 1.61223 -1.15631 0.53282
H -0.74255 -1.37886 -1.44714
H -0.36640 0.20063 -2.10455
H 0.96126 -1.15826 -2.08590
H 1.64660 0.77855 -0.62319
H 0.04767 0.76296 1.70771
H -1.98177 1.91790 0.41573
H -0.39668 2.53379 0.91542
H -0.99010 2.43358 -0.72947
H -2.02337 -0.32616 0.27693
H 0.83088 -1.56966 1.10846
H 2.17957 -1.73480 -0.02588
*
```

E   -7861.8652 eV
Energy above the lowest of the compared OMol25 structures with the same formula, charge and spin   62.0 kcal per mole
LUMO level   0.89 eV
Gap between HOMO and LUMO   9.70 eV

***

> Among the records above, which one has the lowest LUMO level?

C7H16AsInN3S6

***

> Which of these has the lowest LUMO level?

C7H16AsInN3S6

***

> Look up the E of the sixth one.

-143009.6497 eV

***

> E of number 3 (C5H9NO)?

-8863.5752 eV